20
Properties=species:S:1:pos:R:3:forces:R:3:lowdin_spin:R:1 method="wB97M-V/def2-TZVPD" de_lowest_kj_mol=157.41 orbital_gap_ha="0.119 / 0.329" multiplicity=2
C -0.742 -0.731 -0.749 -0.33 0.43 -2.54 0.043
C -0.504 0.569 -0.979 0.98 -0.82 1.28 0.082
N 0.604 1.180 -0.240 0.30 -0.22 -0.03 0.111
N -1.671 -1.357 -1.545 -0.29 -0.66 0.37 0.005
H -0.136 -1.385 -0.153 0.11 0.11 0.36 0.018
H -1.115 1.183 -1.590 -0.13 0.44 -0.47 0.014
H 0.349 1.320 0.744 0.25 0.50 0.21 0.035
H 1.449 0.572 -0.190 -0.31 -0.44 -0.14 0.067
H 1.055 2.021 -0.650 -0.55 0.35 0.01 0.143
H -2.298 -0.828 -2.122 0.08 0.11 -0.03 0.001
H -1.862 -2.340 -1.489 0.06 0.14 0.27 0.001
H 3.297 -0.218 -1.272 -0.10 -0.39 0.01 0.067
H 2.756 -1.686 -1.285 0.54 -0.79 0.25 0.025
O 2.518 -0.782 -1.439 -0.43 1.25 -0.19 0.137
H 1.651 1.401 2.892 0.05 -0.08 0.09 0.041
H 0.575 0.270 3.037 0.09 0.07 0.11 0.029
O 0.972 0.900 2.422 -0.16 0.00 -0.03 0.135
H -2.379 0.395 0.854 -0.11 0.06 0.23 0.007
H -2.510 -0.235 2.289 -0.16 0.22 -0.17 0.005
O -2.010 -0.250 1.466 0.11 -0.30 0.41 0.036